Computed, not measured: a structure of composition C47H49I3N8O12P2S at a distorted geometry, with ωB97M-V/def2-TZVPD.

The geometry in XYZ format:
```
122
Properties=species:S:1:pos:R:3:mulliken_charge:R:1
C -4.24715 0.30448 1.30533 -0.88
C -5.06316 -1.11434 1.00125 -0.52
I -4.77896 -1.53361 -1.11776 0.06
C -4.85134 -2.30100 2.05955 -0.79
I -5.05344 -1.53870 4.14831 -0.02
P -3.26677 -3.34334 2.02921 0.34
I -2.09499 -1.65425 3.46577 -0.21
C -3.16604 -4.65728 3.46670 -0.80
C -1.70158 -4.88356 4.10774 1.14
C -1.77416 -4.51738 5.73879 -0.51
C -0.38595 -3.74146 6.24911 -0.47
S 0.41914 -4.82287 7.54867 -0.17
C 2.13359 -5.28304 6.95216 0.40
N 3.06729 -6.41780 7.33064 -0.28
N 4.16814 -6.20096 6.48664 -0.27
C 3.97647 -4.98655 5.60482 -0.02
O 2.67503 -4.37857 5.92283 -0.20
C -2.02990 -3.16636 0.61529 -0.50
C -0.54531 -3.78899 0.79609 0.29
O -0.19099 -5.02720 1.14456 -0.54
C 0.73797 -2.78824 0.40670 0.26
C 1.23081 -1.50516 1.29195 -0.07
C 2.53866 -0.66021 0.68183 -0.53
C 3.33385 -1.09970 -0.71112 -0.31
C 2.85677 -2.43745 -1.58515 -0.38
C 1.54018 -3.23814 -0.99077 -0.37
P -4.46425 -4.89564 0.97280 0.10
N -3.57212 -6.11720 0.41135 -0.84
H -4.55453 1.02496 0.40410 0.43
H -4.60767 0.85018 2.27824 0.24
H -3.07622 0.19020 1.21896 0.18
H -6.21127 -0.78721 1.09426 0.49
H -5.76557 -3.06143 1.94885 0.69
H -3.93259 -4.38690 4.34129 0.28
H -3.54851 -5.71470 3.06461 0.51
H -1.48303 -6.05816 4.09176 -1.17
H -0.78947 -4.38859 3.58176 0.23
H -2.65021 -3.75664 5.98608 0.18
H -1.99711 -5.49940 6.33781 0.47
H 0.31225 -3.41815 5.36551 0.33
H -0.69955 -2.73108 6.80028 0.27
H 4.65001 -4.48152 4.79066 0.32
H -2.50287 -3.64695 -0.36082 0.60
H -1.92605 -2.00193 0.37266 0.40
H 0.69958 -1.20404 2.29000 0.13
H 2.90273 0.28219 1.27062 0.28
H 4.26424 -0.48953 -1.13973 0.31
H 3.40894 -2.80036 -2.56868 0.30
H 1.18495 -4.19050 -1.61892 0.25
H -5.41594 -5.40867 1.93523 0.11
H -5.22303 -4.37389 -0.12897 0.11
H -2.57171 -5.91393 0.61546 0.32
C -2.39722 3.70265 7.03865 -0.42
C -2.25467 2.62494 6.16323 -0.53
C -2.72035 2.72318 4.85064 -0.19
C -3.32588 3.91245 4.42201 0.01
C -3.47722 4.99318 5.30098 -0.41
C -3.01010 4.88209 6.61214 -0.42
N -3.79453 4.03102 3.03609 0.99
O -3.65974 3.04626 2.29461 -0.61
O -4.29406 5.10979 2.68571 -0.59
H -2.02747 3.62333 8.05953 0.37
H -1.77726 1.70849 6.50347 0.42
H -2.60166 1.87440 4.18069 0.54
H -3.94968 5.92022 4.98300 0.43
H -3.12016 5.71655 7.30120 0.37
C 3.54380 3.91485 -4.09584 -0.34
C 4.52263 3.29951 -4.87776 -0.55
C 4.46003 1.92681 -5.12509 -0.38
C 3.40546 1.17732 -4.58573 -0.09
C 2.42572 1.79114 -3.79403 -0.18
C 2.50048 3.16415 -3.55128 -0.54
N 3.32002 -0.26150 -4.86317 1.01
O 4.21636 -0.77104 -5.55213 -0.60
O 2.35485 -0.88329 -4.39642 -0.55
H 3.59373 4.98645 -3.91042 0.48
H 5.33349 3.89105 -5.29745 0.40
H 5.23054 1.46223 -5.73651 0.44
H 1.60457 1.22062 -3.36512 0.47
H 1.74308 3.65046 -2.94048 0.48
C 1.31210 -10.60999 5.16056 -0.45
C 0.75317 -9.38932 4.77885 -0.42
C -0.62649 -9.27813 4.59566 -0.05
C -1.44126 -10.39974 4.80284 -0.18
C -0.88197 -11.62834 5.17858 -0.33
C 0.49943 -11.72801 5.35599 -0.43
N -2.89494 -10.28282 4.63665 0.97
O -3.34951 -9.18397 4.28508 -0.58
O -3.58454 -11.28782 4.86132 -0.59
H 2.38779 -10.69037 5.30766 0.37
H 1.39326 -8.52285 4.62699 0.41
H -1.04665 -8.31984 4.29815 0.38
H -1.50203 -12.50805 5.33790 0.42
H 0.94286 -12.67661 5.65055 0.37
C -1.65630 7.73250 -3.85691 -0.39
C -1.08968 8.84131 -4.48748 -0.53
C 0.19902 8.76156 -5.01878 -0.25
C 0.91283 7.55956 -4.91657 -0.03
C 0.34938 6.44723 -4.27726 -0.06
C -0.93911 6.53992 -3.74729 -0.50
N 2.25808 7.46158 -5.49552 0.82
O 2.72921 8.47320 -6.03621 -0.51
O 2.84378 6.37235 -5.41429 -0.57
H -2.66361 7.79777 -3.44916 0.38
H -1.65433 9.76775 -4.56768 0.37
H 0.62646 9.63453 -5.50721 0.43
H 0.89405 5.50977 -4.18651 0.39
H -1.38644 5.68106 -3.25181 0.40
C 4.22554 9.48798 -8.40789 -0.32
C 4.58208 10.39649 -9.40570 -0.50
C 4.57124 10.00426 -10.74564 -0.34
C 4.19556 8.69510 -11.07691 0.00
C 3.84458 7.77874 -10.07664 -0.45
C 3.86194 8.18177 -8.73987 -0.10
N 4.15760 8.28418 -12.48552 0.96
O 4.49338 9.11811 -13.33964 -0.58
O 3.78818 7.12891 -12.74028 -0.58
H 4.23007 9.80009 -7.36493 0.39
H 4.86573 11.41233 -9.13895 0.36
H 4.85169 10.72416 -11.51144 0.43
H 3.55577 6.75820 -10.31923 0.43
H 3.58821 7.47869 -7.95629 0.32
```

The value obtained for the HOMO-LUMO gap is 6.87 eV. The highest occupied orbital energy is -8.251 eV. Its charge is 0. The calculation puts the molar mass at 1392.68 g mol⁻¹. The calculation puts the total energy at -5134.09578 Ha.

Computed, not measured: a structure of composition C12H17BN6O2Zn at a distorted geometry, with ωB97M-V/def2-TZVPD.

The geometry in XYZ format:
```
39
Properties=species:S:1:pos:R:3:mulliken_charge:R:1
C 2.68927 -0.96644 0.79421 -0.32
N 1.38556 -0.75036 0.47940 -0.30
N 1.35495 0.11027 -0.58921 0.56
C 2.62770 0.49049 -0.89133 0.07
C 3.49444 -0.17108 -0.02782 -1.10
B 0.17521 0.31750 -1.58259 -0.39
N -0.84888 -0.85865 -1.51159 0.32
N -0.93476 -1.76866 -0.46521 -0.29
C -1.68697 -2.80956 -0.88790 0.23
C -2.04956 -2.60370 -2.22295 -1.09
C -1.49534 -1.38758 -2.58081 -0.01
Zn -0.14201 -1.84941 1.37439 -0.19
N -0.37827 1.78605 -1.77578 0.74
N -1.24052 2.45404 -0.92958 -0.56
C -1.54623 3.62473 -1.52693 -0.26
C -0.85558 3.74841 -2.76215 -0.53
C -0.14810 2.54581 -2.89605 0.04
H -2.26066 4.33360 -1.11586 0.45
H 0.46324 2.15418 -3.71439 0.46
H -0.88142 4.56656 -3.45928 0.44
H 0.67340 0.15103 -2.69352 -0.04
H -1.48223 -0.86870 -3.52440 0.48
H 2.80926 1.15393 -1.72027 0.46
H -2.61038 -3.27812 -2.84480 0.44
H 4.56962 -0.09627 -0.00039 0.46
H -1.92678 -3.64488 -0.24755 0.40
H 2.95413 -1.64292 1.58356 0.44
H -1.94010 -1.71655 1.95028 0.17
C -1.56425 -2.56546 2.55367 -0.79
H -2.24008 -3.39504 2.32676 0.40
H -0.47785 -2.94435 2.44336 0.25
H -1.67379 -2.24205 3.58876 0.42
C 1.09265 1.46704 3.86632 -0.68
O 0.84907 0.17425 3.25036 -0.31
C 0.16318 0.12321 2.11488 1.11
O -0.38916 1.04586 1.55923 -0.36
H 0.15111 1.98715 4.07540 0.33
H 1.70325 2.10184 3.21679 0.31
H 1.61685 1.22381 4.79298 0.26
```

The value obtained for the HOMO-LUMO gap (spin up / spin down) is 7.18 / 5.58 eV. The highest occupied orbital energy (spin up / spin down) is -15.636 / -15.595 eV. Its charge is +2. The calculation puts the molar mass at 353.51 g mol⁻¹. The calculation puts the total energy at -2749.94752 Ha.

Computed, not measured: an isolated molecule of F3NO2S at a distorted geometry, with ωB97M-V/def2-TZVPD.

The geometry in XYZ format:
```
7
Properties=species:S:1:pos:R:3:mulliken_charge:R:1
O -0.73569 0.55118 1.36534 -0.46
S -0.71708 -0.07005 0.10126 1.20
O -1.27073 -1.36731 -0.10090 -0.48
F -1.47276 0.94463 -0.86015 -0.20
N 1.00129 -0.01611 -0.59411 0.20
F 1.51522 1.11599 -0.05980 -0.11
F 1.39062 -1.07152 0.21044 -0.15
```

The value obtained for the HOMO-LUMO gap is 12.59 eV. As for the structure (SMILES): O=S(=O)(F)N(F)F. The highest occupied orbital energy is -12.414 eV. Its charge is 0. The calculation puts the molar mass at 135.07 g mol⁻¹. The calculation puts the total energy at -902.84585 Ha.

Computed, not measured: a structure of composition C3H4HgLiO3 at a distorted geometry, with ωB97M-V/def2-TZVPD.

The geometry in XYZ format:
```
12
Properties=species:S:1:pos:R:3:mulliken_charge:R:1
H -1.77806 2.76173 1.69499 0.41
C 1.48928 -0.96218 -0.32851 0.14
C 0.13281 -0.33553 -0.45713 -0.30
O 0.16284 0.94258 0.14644 -0.22
C -0.83932 1.24715 0.95993 -0.09
O -0.64788 2.39807 1.48463 -0.36
O 1.80154 -1.96703 -0.93271 -0.60
Hg -3.22597 0.93696 0.78534 -0.01
H 2.23274 -0.43490 0.30038 0.41
H -0.60662 -1.01147 0.00343 0.37
H -0.13878 -0.25031 -1.52026 0.32
Li 1.41741 -3.32506 -2.13652 0.95
```

The value obtained for the HOMO-LUMO gap is 5.46 eV. The highest occupied orbital energy is -10.207 eV. Its charge is +1. The calculation puts the molar mass at 295.59 g mol⁻¹. The calculation puts the total energy at -503.05571 Ha.

Question: charge of number 2 (C12H17BN6O2Zn)?
Answer: +2

Copy entry 4 word for word.
Computed, not measured: a structure of composition C3H4HgLiO3 at a distorted geometry, with ωB97M-V/def2-TZVPD.

The geometry in XYZ format:
```
12
Properties=species:S:1:pos:R:3:mulliken_charge:R:1
H -1.77806 2.76173 1.69499 0.41
C 1.48928 -0.96218 -0.32851 0.14
C 0.13281 -0.33553 -0.45713 -0.30
O 0.16284 0.94258 0.14644 -0.22
C -0.83932 1.24715 0.95993 -0.09
O -0.64788 2.39807 1.48463 -0.36
O 1.80154 -1.96703 -0.93271 -0.60
Hg -3.22597 0.93696 0.78534 -0.01
H 2.23274 -0.43490 0.30038 0.41
H -0.60662 -1.01147 0.00343 0.37
H -0.13878 -0.25031 -1.52026 0.32
Li 1.41741 -3.32506 -2.13652 0.95
```

The value obtained for the HOMO-LUMO gap is 5.46 eV. The highest occupied orbital energy is -10.207 eV. Its charge is +1. The calculation puts the molar mass at 295.59 g mol⁻¹. The calculation puts the total energy at -503.05571 Ha.